Density functional theory data (wB97M-V/def2-TZVPD) for 3 unconnected molecules or ions with the total composition C18H21FN6O2 in a non-equilibrium geometry.

Relative energy (zero: lowest compared OMol25 entry of this formula, charge and spin)   139.95 kJ/mol
Gap between HOMO and LUMO   8.62 eV
SMILES   Nc1cnc2cccc(C(=O)NC(=O)F)c2n1.CCCC#N.CCCC#N

ORCA input file:
```
! wB97M-V def2-TZVPD RIJCOSX def2/J DEFGRID3
* xyz 0 1
N -2.319 1.136 1.642
C -2.798 0.391 0.583
C -4.155 0.588 0.170
N -4.722 -0.110 -0.759
C -3.936 -1.068 -1.360
C -4.470 -1.878 -2.374
C -3.704 -2.833 -3.007
C -2.360 -3.003 -2.636
C -1.831 -2.221 -1.629
C -0.410 -2.360 -1.206
O -0.077 -2.872 -0.196
N 0.616 -1.842 -2.139
C 0.245 -0.699 -2.839
O 0.129 -0.597 -4.005
F 0.140 0.334 -2.039
C -2.606 -1.245 -0.964
N -2.032 -0.506 0.035
H -2.558 2.119 1.580
H -1.307 1.070 1.678
H -4.740 1.346 0.670
H -5.501 -1.751 -2.657
H -4.099 -3.449 -3.795
H -1.730 -3.724 -3.131
H 0.693 -2.533 -2.883
C 2.544 5.299 -0.679
C 2.596 3.868 -0.155
C 1.286 3.102 -0.371
C 0.175 3.745 0.325
N -0.695 4.251 0.872
H 1.788 5.886 -0.157
H 3.504 5.796 -0.534
H 2.313 5.319 -1.746
H 2.835 3.877 0.909
H 3.397 3.324 -0.658
H 1.379 2.083 0.006
H 1.042 3.051 -1.433
C 3.334 -1.927 4.112
C 2.278 -2.627 3.264
C 2.339 -2.239 1.781
C 2.112 -0.804 1.613
N 1.913 0.322 1.540
H 3.198 -0.845 4.101
H 3.274 -2.255 5.149
H 4.340 -2.147 3.747
H 1.286 -2.397 3.655
H 2.408 -3.708 3.341
H 1.571 -2.774 1.215
H 3.315 -2.491 1.363
*
```